## P
16
Properties=species:S:1:pos:R:3 method="wB97M-V/def2-TZVPD" e_lumo_ev=-3.8 homo_lumo_gap_ev=10.24 homo_ev=-14.0044 total_charge=+1 mol_weight_da=106.1
C 0.32348 -2.76418 -0.56329
C 0.45312 -1.90440 0.43294
C -0.49269 0.82034 0.75041
C 0.41500 0.06444 -0.17600
N -0.56378 2.32655 0.38152
O -0.06038 0.19504 -1.46461
F 1.70362 0.70922 -0.17852
H 0.09700 -3.72539 -0.31993
H 0.36034 -2.52326 -1.65736
H 0.40303 -1.89257 1.45410
H -1.48317 0.29085 0.50648
H -0.33737 0.54718 1.82419
H 0.46363 2.67982 0.61350
H -1.23232 2.84392 1.00074
H -0.61935 2.65675 -0.52031
H 0.56982 -0.32432 -2.08386



## Q
16
Properties=species:S:1:pos:R:3 method="wB97M-V/def2-TZVPD" e_lumo_ev=-4.5 homo_lumo_gap_ev=11.19 homo_ev=-15.7245 total_charge=+1 mol_weight_da=106.1
C 0.72249 -1.94645 -1.13826
C -0.30533 -2.11671 -0.33171
C -0.42816 2.65005 -0.44873
C -0.82909 -1.16833 0.64803
N 0.46982 -0.68469 1.56497
O -1.86471 -0.85664 1.08824
F -0.43588 1.45348 0.27557
H 0.88948 -2.75191 -1.78969
H 1.31188 -1.05824 -0.87198
H -0.90097 -2.99961 -0.40886
H 0.56189 3.24763 -0.17699
H -0.36358 2.50706 -1.50083
H 0.09500 -0.23540 2.43564
H 1.10697 -0.13172 0.96707
H 1.08711 -1.52047 1.84838
H -1.37060 3.19122 -0.10856



Here is how they stack up, most stable first: Q, P.



## P
32
Properties=species:S:1:pos:R:3 method="wB97M-V/def2-TZVPD" e_lumo_ev=0.7 homo_lumo_gap_ev=9.02 smiles=CNC[C@H](O)COc1cccc(OC)c1 homo_ev=-8.3228 total_charge=0 mol_weight_da=211.3
C 0.10019 0.35466 3.66854
N -0.20170 -1.03483 3.39497
H 0.34145 -1.62807 4.01444
C -0.00129 -1.47850 2.03711
C 1.47402 -1.63025 1.56951
O 2.24859 -1.96139 2.70303
H 3.14481 -2.17384 2.42405
C 2.03602 -0.37711 0.86198
O 1.52611 -0.27967 -0.44886
C 0.43170 0.49370 -0.72689
C 0.01691 1.60385 -0.00471
C -1.08948 2.31951 -0.43693
C -1.77679 1.95637 -1.57302
C -1.35357 0.85036 -2.31417
C -0.25487 0.12362 -1.88448
H 0.11054 -0.73752 -2.41906
O -2.08224 0.56527 -3.42679
C -1.70145 -0.53534 -4.21609
H -1.76015 -1.47247 -3.65330
H -2.41129 -0.56579 -5.04128
H -0.68886 -0.41328 -4.61362
H -2.63713 2.50893 -1.91288
H -1.41185 3.18048 0.12927
H 0.54001 1.93242 0.87883
H 3.12170 -0.49479 0.74761
H 1.85081 0.51979 1.45328
H 1.51452 -2.44690 0.83052
H -0.52353 -0.79701 1.36075
H -0.47576 -2.46120 1.96202
H -0.24433 0.58343 4.67711
H 1.16807 0.60646 3.60916
H -0.45488 0.97744 2.96630



## Q
32
Properties=species:S:1:pos:R:3 method="wB97M-V/def2-TZVPD" e_lumo_ev="0.7 / 0.2" homo_lumo_gap_ev="8.04 / 6.39" homo_ev="-7.3600 / -6.1752" total_charge=0 mol_weight_da=211.3
C -2.38787 1.96772 -0.19732
C -3.14327 0.97578 -0.88075
C -1.55387 1.35076 0.76126
C -2.92447 -0.17017 -0.24860
C 2.00627 0.34460 -0.84990
C 1.78636 -0.31644 0.36742
C 1.30747 0.01097 -2.16264
C 3.36009 1.02874 -1.25828
C 2.53768 -0.49399 1.57766
C -1.77309 -2.43826 1.43485
C -1.34967 -1.00953 1.39063
N -1.89371 -0.00119 0.73139
O 1.18948 0.94648 0.08833
O -0.75529 1.90631 1.66153
O -3.46977 -1.40129 -0.52318
H -2.53275 3.06802 -0.23444
H -3.57357 1.11747 -1.84063
H 1.21530 0.97044 -2.77084
H 0.23456 -0.33653 -2.10414
H 1.67331 -0.80719 -2.92465
H 3.22894 1.66516 -2.09121
H 4.14751 0.35578 -1.68455
H 3.94234 1.59902 -0.51776
H 2.55982 -1.54545 1.90907
H 2.03823 0.03173 2.42103
H 3.54625 -0.24871 1.51269
H -1.11669 -3.21376 1.00121
H -2.77698 -2.54232 0.88557
H -1.98176 -2.87119 2.44715
H -0.48249 -0.69470 1.89310
H -0.30264 2.65352 1.15131
H -2.75571 -1.90179 -0.94532



Here is how they stack up, most stable first: P, Q.



## P
13
Properties=species:S:1:pos:R:3 method="wB97M-V/def2-TZVPD" e_lumo_ev=-0.3 homo_lumo_gap_ev=7.84 homo_ev=-8.1074 total_charge=0 mol_weight_da=131.2
C 0.80505 1.44382 0.05908
C 0.77239 -0.18743 0.15695
C -0.69616 -0.42750 -0.12434
C -1.40013 0.81580 0.03277
N -0.50756 1.82797 0.00769
O 1.77292 2.14027 0.08424
O -2.62360 0.91323 -0.12255
S -4.21270 -0.06402 -0.20095
H 1.46272 -0.41932 -0.63353
H 1.09077 -0.35625 1.12033
H -0.67299 -0.92776 -1.17200
H -1.03817 -1.19463 0.42779
H -0.72178 2.74272 0.22267



## Q
13
Properties=species:S:1:pos:R:3 method="wB97M-V/def2-TZVPD" e_lumo_ev=0.7 homo_lumo_gap_ev=9.88 smiles="O=C1NOC2(CC2)S1" homo_ev=-9.2111 total_charge=0 mol_weight_da=131.2
C -1.52388 0.03544 0.10193
C 0.90828 -0.01313 -0.13406
C 2.35257 -0.22164 -0.42994
C 1.99223 0.22553 0.95447
H -1.40307 1.98297 -0.37692
H 2.84386 0.46123 -1.12237
H 2.66095 -1.31097 -0.52193
H 2.12628 1.26462 1.32699
H 2.03448 -0.52499 1.72344
N -0.90924 1.27826 0.11024
O -2.72138 -0.11583 0.20140
O 0.34366 1.20588 -0.55015
S -0.32820 -1.23114 -0.12283



Here is how they stack up, most stable first: P, Q.



## P
13
Properties=species:S:1:pos:R:3 method="wB97M-V/def2-TZVPD" e_lumo_ev="-3.5 / -3.5" homo_lumo_gap_ev="4.90 / 4.98" homo_ev="-8.4363 / -8.4830" total_charge=0 mol_weight_da=131.2
C -0.80841 -0.32935 -0.23034
C 0.02769 0.77081 -0.19211
C -2.31500 -0.38506 -0.19899
C 1.56373 0.60574 -0.19053
N -3.05459 0.69996 0.10648
O -2.90127 -1.44746 -0.51846
O -4.33223 0.42893 0.26166
S -0.43646 2.40417 0.05312
H -0.53400 -1.42113 -0.34185
H 1.74854 -0.06874 0.62417
H 2.09540 1.60004 -0.16543
H 1.95788 0.19588 -1.15072
H -4.41135 -0.57024 0.36604



## Q
13
Properties=species:S:1:pos:R:3 method="wB97M-V/def2-TZVPD" e_lumo_ev="-0.6 / -1.1" homo_lumo_gap_ev="7.71 / 8.17" homo_ev="-8.3206 / -9.2397" total_charge=0 mol_weight_da=131.2
C -1.87838 -0.53817 0.32413
C -0.85819 0.00395 1.10566
C -1.28474 -1.37308 -0.53140
C 0.37327 -0.41347 0.51867
N 1.86444 2.19380 -0.40800
O 2.62724 -0.92028 -0.63870
O 0.07634 -1.33983 -0.43057
S 2.14726 -0.10716 0.43097
H -2.94298 -0.19841 0.37049
H -1.14626 0.64066 1.97899
H -1.70069 -2.05729 -1.27462
H 1.00126 2.17793 -0.00252
H 1.72144 1.93134 -1.44309



Here is how they stack up, most stable first: Q, P.



## P
16
Properties=species:S:1:pos:R:3 method="wB97M-V/def2-TZVPD" e_lumo_ev="-2.1 / -0.4" homo_lumo_gap_ev="6.38 / 9.32" homo_ev="-8.5213 / -9.7701" total_charge=0 mol_weight_da=185.0
C -2.05201 -0.90030 0.03828
C -2.79629 0.10917 0.57491
C -0.54682 0.95024 -0.93334
C 0.10543 -0.35160 -0.33580
C 1.38221 0.06257 0.41911
O -2.41277 -1.64813 -0.84166
O -0.76837 -0.97235 0.56974
O 0.48001 -1.10696 -1.41073
Cl -4.47939 0.34767 0.13655
Cl -0.75137 2.31458 -0.05850
H -2.33991 0.66464 1.33982
H -0.90941 1.08525 -1.90286
H 1.63566 -0.89613 1.00331
H 1.06211 0.88682 1.13199
H 2.02737 0.58887 -0.30988
H -0.42142 -1.47978 -1.79704



## Q
16
Properties=species:S:1:pos:R:3 method="wB97M-V/def2-TZVPD" e_lumo_ev="-2.0 / -0.3" homo_lumo_gap_ev="6.31 / 9.33" homo_ev="-8.3474 / -9.6247" total_charge=0 mol_weight_da=185.0
C 1.48482 0.72581 0.21365
C 2.39095 -0.07428 0.83672
C -0.01992 -0.91835 -0.76230
C -0.75765 0.24327 -0.10372
C -2.12815 -0.22259 0.44541
O 1.65886 1.43499 -0.71325
O 0.14155 0.71871 0.79723
O -1.07838 1.13088 -1.09205
Cl 3.91208 -0.29641 0.16967
Cl 0.09957 -2.40438 -0.02861
H 2.33401 -0.50187 1.82513
H -0.01430 -0.87828 -1.86341
H -2.82421 -0.00375 -0.37965
H -2.40303 0.34136 1.29254
H -2.23507 -1.23663 0.61375
H -0.56113 1.94151 -1.25112



Here is how they stack up, most stable first: P, Q.



## P
14
Properties=species:S:1:pos:R:3 method="wB97M-V/def2-TZVPD" e_lumo_ev=-6.6 homo_lumo_gap_ev=8.43 homo_ev=-14.9859 total_charge=+1 mol_weight_da=116.1
C -2.81001 0.13109 -0.04028
C 2.11565 -0.91773 0.21329
C 1.75999 0.42874 -0.23347
N -0.86779 -0.90243 -0.03902
N -1.71059 1.06794 -0.07928
N -0.55758 0.29809 -0.07433
O -3.94690 0.50636 0.04896
O -2.19555 -1.07550 0.00229
H 1.66041 -1.05043 1.25650
H 1.62055 -1.77061 -0.36486
H 3.27869 -0.79967 0.07427
H 1.63360 0.67631 -1.34973
H 1.70852 1.37484 0.44866
H -1.68899 2.03302 0.13698



## Q
14
Properties=species:S:1:pos:R:3 method="wB97M-V/def2-TZVPD" e_lumo_ev="-5.3 / -5.3" homo_lumo_gap_ev="8.43 / 8.43" homo_ev="-13.7588 / -13.7594" total_charge=+1 mol_weight_da=116.1
C 1.22271 1.37016 -1.56661
C -0.06989 -1.03412 -0.27119
C -1.11549 0.76597 0.89422
N 0.68997 2.17066 -2.29029
N -0.67408 -0.41725 0.83749
N 0.79488 -1.97106 0.03358
O 1.56531 0.58156 -0.77617
O -1.14740 -1.38967 1.75904
H -1.77125 1.37157 1.58765
H -0.81042 1.50741 0.17469
H 1.07978 2.82427 -2.96351
H 1.13369 -2.55859 -0.70015
H 1.02789 -2.12097 0.97616
H -1.92570 -1.09994 2.30509



## R
14
Properties=species:S:1:pos:R:3 method="wB97M-V/def2-TZVPD" e_lumo_ev="-5.8 / -5.8" homo_lumo_gap_ev="9.16 / 9.16" smiles="C[C@H]1C(=O)NN[N+]1=O" homo_ev="-14.9906 / -14.9902" total_charge=+1 mol_weight_da=116.1
C 0.83186 -0.56286 -0.84245
C -0.05192 -0.61456 0.36226
C -1.48924 -0.94679 0.21068
N 1.58930 0.63571 -0.63914
N 0.85601 1.49620 0.08763
N -0.06147 0.89775 0.79379
O 0.91284 -1.25648 -1.76394
O -0.86707 1.32264 1.55640
H 0.35441 -1.31859 1.13721
H -2.07517 -0.21616 -0.46607
H -1.91304 -1.25019 1.22831
H -1.55808 -1.77238 -0.45037
H 2.19034 1.10382 -1.31143
H 1.28123 2.48189 0.09711



Here is how they stack up, most stable first: Q, R, P.



## P
14
Properties=species:S:1:pos:R:3 method="wB97M-V/def2-TZVPD" e_lumo_ev="-6.7 / -6.7" homo_lumo_gap_ev="7.92 / 7.92" smiles="O=[N+]1CCOPC1" homo_ev="-14.5943 / -14.5949" total_charge=+1 mol_weight_da=120.1
C -1.03650 0.71792 0.01295
C 0.14689 1.19425 -0.96781
C 0.13132 -1.17420 0.92007
N -0.84599 -0.68600 -0.02835
O -1.33621 -1.44318 -0.85075
O 1.34906 0.84252 -0.34193
P 1.73639 -0.79988 -0.24212
H -0.95683 1.03005 1.10203
H -2.15942 0.82294 -0.30195
H -0.14497 0.86057 -1.98525
H -0.02031 2.25307 -1.02654
H 0.26810 -0.56303 1.84803
H 0.13830 -2.35152 1.08999
H 2.73019 -0.70353 0.77163



## Q
14
Properties=species:S:1:pos:R:3 method="wB97M-V/def2-TZVPD" e_lumo_ev=-4.6 homo_lumo_gap_ev=10.71 homo_ev=-15.3065 total_charge=+1 mol_weight_da=120.1
C 1.46333 -0.36615 0.98246
C 1.14091 1.53804 -0.56961
C -2.13123 -0.77605 -0.05355
N 1.22511 0.01134 -0.42030
O 0.14918 -0.30021 1.49959
O -0.39730 1.56357 -0.31355
P -0.49017 0.05455 0.06374
H 1.83182 -1.47393 1.19943
H 2.26877 0.30353 1.36909
H 1.78816 1.92645 0.24142
H 1.44247 1.95643 -1.62419
H -2.49300 -0.93073 -1.10266
H -2.81604 -0.02609 0.59970
H -1.89977 -1.73104 0.46104



Here is how they stack up, most stable first: Q, P.



## P
7
Properties=species:S:1:pos:R:3 method="wB97M-V/def2-TZVPD" e_lumo_ev=-0.1 homo_lumo_gap_ev=9.06 homo_ev=-9.1925 total_charge=0 mol_weight_da=116.9
C 0.02012 -0.27667 -0.83262
P 0.01678 -1.78844 -1.61511
Cl -1.25750 0.31395 0.06783
Cl 0.69864 2.21015 1.66977
H 0.98785 1.15468 2.48097
H 0.74503 0.44346 -0.80271
H -1.21092 -2.05714 -0.96814



## Q
7
Properties=species:S:1:pos:R:3 method="wB97M-V/def2-TZVPD" e_lumo_ev=0.2 homo_lumo_gap_ev=9.54 homo_ev=-9.3462 total_charge=0 mol_weight_da=116.9
C 0.39527 -0.65184 -0.06110
P -0.64123 0.62758 0.69397
Cl -0.31158 -2.23491 0.20639
Cl -2.06006 1.06164 -0.59642
H 1.80626 -0.22875 0.49702
H 0.56455 -0.22355 -1.10249
H 0.24679 1.64983 0.36262



Here is how they stack up, most stable first: P, Q.